No. 1
C36H41ClCrGeN6O7P | the ωB97M-V functional and the def2-TZVPD basis

Atoms and positions in Å:
Ge 2.00708 -2.32025 1.41707
Cr -0.58136 0.40046 0.02470
Cl 0.27847 0.98670 5.46263
P -3.12349 0.94179 -1.40264
O 0.79919 3.28615 0.77996
O -0.17946 -2.99378 -2.11468
O -4.17171 0.55405 -0.21429
O -3.28795 2.56036 -1.24462
O -0.61728 1.17866 -2.97679
O 0.21003 -1.01710 -1.13851
O -3.93350 0.70385 -2.78396
N -1.67744 -1.33194 0.68849
N -1.11617 1.43471 1.80239
N 2.75181 1.48761 2.04481
N 0.20876 2.06052 -1.05634
N 2.34981 0.69237 1.04749
N 1.61100 3.96261 -1.20972
C -1.84856 2.54541 1.88085
C 1.73263 3.78333 -2.55772
C 0.84677 3.08874 -0.43495
C -1.18476 -4.86511 2.61837
C 4.27658 1.72741 0.50430
C 4.22490 -1.47232 5.55692
C -1.36167 2.76498 4.20953
C 0.75376 -3.82718 1.58379
C 3.89494 2.13405 1.76328
C -0.50365 0.96642 2.89042
C -0.46476 -2.10135 -1.33293
C -0.16894 -5.88196 0.69844
C 4.63661 -3.17845 0.52140
C -1.74102 -2.22666 -0.48479
C 4.66394 -0.89243 4.37433
C 4.12256 -2.99057 -2.18993
C 5.62254 -3.51496 -0.39381
C -2.00652 3.22800 3.07572
C 1.05742 2.81847 -3.19514
C 3.13963 -2.33496 5.52979
C 3.38238 -2.74202 0.09473
C 0.76715 -4.86105 0.64798
C -0.24807 -3.84511 2.55938
C 5.36690 -3.42004 -1.75300
C 2.91235 -2.02481 3.13606
C -1.14514 -5.89048 1.68299
C 2.49427 -2.60758 4.33228
C 4.01133 -1.16374 3.18355
C 3.27223 0.82930 0.10656
C -5.51504 1.05638 -0.19270
C 2.32792 5.02549 -0.53177
C -3.03775 3.40777 -2.37196
C 3.13660 -2.65056 -1.27543
C -0.59238 1.61560 4.10836
C -3.28397 -0.11669 -3.77509
C 0.16424 1.95987 -2.42740
H 4.34021 2.81751 2.46527
H 1.50380 -4.85795 -0.14626
H -1.19712 -1.83145 1.42536
H -3.83061 -1.05489 -3.87054
H -1.44473 3.28149 5.15573
H -5.53872 2.11003 -0.46699
H 4.37368 -0.70163 2.27124
H -1.87574 -6.68786 1.71883
H -6.13829 0.48512 -0.88230
H -3.30640 0.42149 -4.72091
H 5.15252 2.02562 -0.04292
H -2.60890 4.12360 3.10638
H -2.60822 -1.11423 1.02417
H 2.39170 4.47685 -3.06238
H 0.10647 0.07396 2.77978
H -1.90911 -3.26862 -0.20416
H -2.24466 -0.30918 -3.50286
H 2.79874 -2.80882 6.44198
H 3.17788 0.26870 -0.80969
H 6.58934 -3.85364 -0.04350
H 2.62588 5.76870 -1.26928
H 3.91138 -2.91992 -3.24922
H -2.28853 2.97591 -3.03455
H 1.68137 5.48652 0.21105
H 2.17025 1.59890 2.85539
H 5.52084 -0.22926 4.37909
H -2.30140 2.88309 0.95992
H -0.30176 -3.04868 3.29944
H -0.14266 -6.66792 -0.04463
H 1.12251 2.67419 -4.26150
H 4.73260 -1.26313 6.48974
H -2.67016 4.35778 -1.98429
H 4.85288 -3.26226 1.58108
H -1.94314 -4.86110 3.39150
H -5.89085 0.93776 0.82230
H -2.57309 -1.89818 -1.11235
H 6.13563 -3.68155 -2.46920
H 1.66839 -3.30866 4.33871
H 2.17344 -2.31788 -1.63734
H -3.96531 3.56963 -2.92285
H 3.21299 4.63857 -0.02516

Forces on the atoms, in the same order (eV/Å):
Ge 0.075 -0.228 0.206
Cr 0.167 -0.012 -0.580
Cl 0.010 -0.002 0.012
P 0.287 -0.018 0.622
O -0.054 0.001 -0.056
O -0.089 0.115 0.111
O -0.249 -0.034 -0.188
O -0.031 0.119 -0.212
O 0.147 0.183 -0.027
O -0.035 0.054 0.077
O 0.019 0.054 0.150
N 0.109 0.093 -0.075
N -0.036 -0.058 -0.037
N 0.074 -0.002 -0.111
N -0.141 -0.006 0.240
N -0.242 0.068 0.074
N -0.032 0.059 -0.070
C 0.068 -0.089 0.128
C -0.082 -0.125 -0.009
C 0.201 -0.071 0.231
C -0.035 -0.052 -0.013
C 0.021 0.048 0.054
C 0.003 -0.009 0.012
C 0.012 -0.026 0.022
C -0.070 0.096 -0.036
C 0.008 0.020 0.015
C 0.014 0.158 0.067
C 0.079 -0.142 -0.045
C -0.040 -0.057 -0.027
C 0.024 -0.008 0.135
C -0.051 -0.048 -0.174
C 0.048 0.034 0.076
C 0.026 -0.008 -0.061
C 0.048 -0.010 -0.002
C 0.071 -0.051 -0.040
C -0.030 0.008 -0.031
C 0.023 0.000 0.068
C -0.033 0.014 -0.002
C 0.067 0.064 -0.124
C 0.023 0.157 0.118
C 0.021 0.003 -0.039
C -0.042 0.036 -0.028
C -0.032 -0.009 0.025
C -0.092 -0.087 -0.012
C 0.019 0.068 -0.123
C -0.062 -0.114 -0.068
C -0.021 -0.080 -0.003
C 0.003 0.055 0.040
C 0.020 0.065 0.067
C -0.058 0.025 0.012
C -0.073 0.039 -0.118
C 0.021 -0.182 -0.060
C -0.073 -0.087 -0.140
H 0.021 0.019 0.008
H 0.018 -0.002 0.000
H 0.101 -0.090 0.232
H -0.018 0.038 -0.009
H 0.004 0.004 0.014
H 0.014 -0.001 0.006
H -0.007 -0.003 -0.020
H -0.013 -0.012 0.000
H 0.027 0.024 0.020
H -0.005 -0.007 0.026
H 0.029 0.011 -0.015
H -0.015 0.019 0.018
H -0.119 0.051 -0.005
H 0.006 0.002 -0.026
H -0.011 -0.021 -0.010
H 0.076 0.046 -0.041
H -0.078 0.008 -0.042
H 0.002 0.003 0.011
H -0.002 -0.006 -0.032
H 0.015 -0.006 0.005
H 0.017 -0.005 0.012
H -0.001 0.002 -0.016
H 0.004 -0.009 -0.028
H 0.020 -0.004 -0.016
H -0.015 0.018 0.041
H -0.005 0.000 0.000
H -0.050 0.032 -0.056
H 0.013 -0.011 -0.032
H 0.004 -0.018 -0.013
H 0.007 0.020 -0.011
H 0.004 0.005 0.008
H -0.021 -0.029 -0.020
H -0.016 0.003 -0.025
H -0.007 0.002 0.003
H 0.019 -0.020 -0.029
H 0.013 -0.084 0.010
H 0.003 -0.006 -0.010
H -0.004 0.012 -0.025
H -0.080 0.016 -0.018
H 0.041 -0.005 -0.001
H 0.002 -0.012 0.034

Results
HOMO level (alpha / beta) in eV: -6.492 / -8.329
Frontier orbital gap (alpha / beta) in eV: 6.5197 / 7.9419
LUMO energy (alpha / beta) in Ha: 0.0010 / -0.0142
DFT total energy in Eh: -6174.71232
2S+1: 6

In elementary charge units, the Löwdin charges are: 1.12, 0.68, 0.70, 0.83, 0.01, 0.04, -0.36, -0.36, -0.04, -0.17, -0.31, -0.02, -0.02, -0.01, 0.09, 0.01, -0.06, -0.09, -0.06, -0.52, -0.09, -0.06, -0.10, -0.06, -0.31, -0.11, -0.17, -0.66, -0.08, -0.11, -0.13, -0.09, -0.08, -0.09, -0.02, 0.01, -0.10, -0.31, -0.10, -0.17, -0.09, -0.32, -0.09, -0.11, -0.15, -0.15, -0.11, -0.02, -0.10, -0.11, -0.64, -0.11, -0.51, 0.12, 0.10, 0.05, 0.08, 0.11, 0.08, 0.09, 0.10, 0.08, 0.09, 0.09, 0.12, 0.09, 0.12, 0.09, 0.12, 0.06, 0.10, 0.11, 0.10, 0.09, 0.10, 0.07, 0.09, 0.13, 0.10, 0.11, 0.09, 0.11, 0.11, 0.10, 0.09, 0.09, 0.10, 0.08, 0.10, 0.10, 0.08, 0.08, 0.09, 0.08

=====

No. 2
C36H41ClN5O2PSV | the ωB97M-V functional and the def2-TZVPD basis

Atoms and positions in Å:
V -0.23721 0.44317 0.20859
Cl -1.13733 -1.98230 -0.30525
S 1.88568 0.96677 1.13548
P 0.34366 0.16121 -2.26754
O 3.83575 -2.01676 0.58904
O 1.82074 -1.92155 -0.34478
N -0.65212 0.28313 2.26599
N -2.36991 0.69176 0.32737
N 4.56534 -4.23302 -0.58700
N 2.52328 0.23013 3.61038
N 0.30839 0.14258 3.21319
C -1.88780 0.23700 2.63055
C -0.00922 -3.29841 -4.46871
C -0.38215 2.40469 -0.25001
C -1.74430 0.67216 -4.01955
C -0.52573 2.82219 -5.26840
C 3.02244 -0.47672 -2.96475
C -0.48016 3.58112 -0.54117
C -4.57012 0.89627 -0.54549
C 4.20122 2.05480 3.71549
C -0.46976 1.07153 -3.61501
C -2.87286 0.39474 1.53713
C 0.84819 5.63917 -0.73366
C -0.61119 -2.45337 -1.93168
C 3.91322 0.59778 3.38977
C -1.80055 2.43744 -5.64759
C -2.40807 1.35316 -5.02587
C 4.83033 1.08126 -2.65176
C 2.12148 0.46270 -2.47096
C -3.19513 0.97487 -0.67651
C 2.59020 1.70633 -2.04795
C -4.24118 0.25970 1.73715
C -5.09713 0.50598 0.67608
C 0.26822 -1.99929 -4.08047
C -0.91208 -3.75614 -2.28788
C -1.51741 5.70690 0.09619
C 1.51543 0.39969 2.73836
C 0.00184 -1.55167 -2.78367
C -2.33835 0.09602 4.04409
C -1.04625 5.19776 -2.30823
C -0.59239 -4.17999 -3.56858
C -0.54629 5.01567 -0.87139
C 4.37101 -0.16541 -3.05294
C 3.18797 -3.83279 -0.84014
C 3.93848 2.01542 -2.14765
C 2.87013 -2.49417 -0.17902
C 0.14041 2.14297 -4.25572
H -1.09125 6.26182 -2.55230
H 2.48572 -4.55599 -0.42475
H -1.39564 -4.41723 -1.58240
H -0.37740 4.71079 -3.01573
H 2.68572 -1.45913 -3.26448
H 3.61275 2.71302 3.07523
H -0.04026 3.65659 -5.75806
H 1.90160 2.43379 -1.62941
H 4.56183 -2.67655 0.53046
H -1.19881 5.57172 1.13032
H -2.56580 -0.94795 4.27678
H -2.72274 1.29702 -1.59588
H -1.55551 6.77729 -0.11780
H 0.21538 -3.62172 -5.47626
H 4.15063 0.37748 2.34971
H 2.94149 -3.73064 -1.89876
H 5.15386 -4.16108 -1.40399
H 0.69109 -1.30450 -4.79644
H 4.63804 -5.17103 -0.22416
H 0.79767 6.71161 -0.93305
H 1.13749 2.45545 -3.97589
H 5.25751 2.27869 3.55979
H 3.96103 2.28272 4.75515
H -2.04391 4.77252 -2.43404
H -3.39357 1.02857 -5.33453
H -5.20337 1.13877 -1.38701
H 1.24423 5.49076 0.27156
H 4.52394 -0.07107 3.99731
H -0.82289 -5.19438 -3.86609
H 4.28960 2.98412 -1.81609
H -4.62887 -0.01272 2.70696
H -6.16677 0.41214 0.80970
H 5.88372 1.31862 -2.72617
H 2.21670 0.07352 4.55898
H 5.06708 -0.89817 -3.44160
H -2.31816 2.97118 -6.43380
H -2.21493 -0.19669 -3.57032
H -3.23379 0.68525 4.23305
H -2.52390 5.29898 -0.00892
H -1.54580 0.41464 4.71460
H 1.54471 5.19208 -1.44609

Forces on the atoms, in the same order (eV/Å):
V 0.153 0.751 0.138
Cl 0.189 0.048 -0.169
S -0.382 -0.137 -0.169
P -0.055 -0.107 0.270
O -0.058 0.038 0.048
O -0.012 -0.219 -0.037
N 0.055 -0.145 -0.088
N 0.105 -0.137 0.146
N -0.003 0.017 0.029
N -0.127 0.121 -0.012
N -0.144 0.004 -0.145
C -0.334 0.012 -0.124
C -0.011 -0.008 -0.013
C 0.084 -0.121 -0.192
C -0.068 -0.022 0.023
C 0.032 0.004 0.034
C 0.014 0.041 0.025
C 0.082 -0.013 -0.103
C 0.043 0.020 -0.046
C 0.028 0.052 0.013
C 0.055 0.027 -0.093
C 0.093 -0.157 0.278
C 0.037 -0.023 0.015
C -0.166 -0.083 0.351
C 0.004 -0.069 -0.083
C -0.043 -0.013 -0.022
C 0.005 0.020 -0.010
C 0.024 -0.006 0.006
C 0.020 -0.060 -0.039
C -0.008 0.046 -0.012
C 0.029 0.069 0.000
C -0.024 0.168 -0.099
C 0.005 -0.016 0.014
C 0.090 0.033 -0.005
C 0.054 0.016 -0.122
C 0.002 0.029 0.016
C 0.270 -0.038 0.158
C 0.018 -0.066 -0.114
C 0.080 -0.078 0.083
C -0.049 0.037 -0.014
C -0.034 -0.023 0.058
C -0.115 0.024 0.086
C 0.003 -0.010 -0.008
C -0.033 0.055 0.002
C -0.005 -0.002 0.014
C 0.006 0.162 0.008
C -0.037 0.087 -0.003
H -0.008 -0.015 0.005
H -0.016 -0.011 -0.001
H 0.004 0.004 -0.001
H 0.032 -0.028 -0.037
H -0.061 -0.023 -0.039
H 0.004 -0.013 0.003
H -0.011 -0.009 -0.004
H -0.020 -0.033 0.024
H 0.081 -0.053 -0.022
H 0.008 0.000 -0.011
H 0.003 -0.001 -0.018
H -0.014 -0.039 -0.039
H -0.006 -0.010 0.001
H 0.000 0.017 0.002
H 0.002 0.009 -0.004
H 0.017 -0.019 -0.016
H -0.002 0.006 -0.025
H 0.034 0.003 0.012
H 0.015 -0.039 0.007
H 0.003 -0.008 -0.005
H -0.012 -0.012 0.001
H -0.013 -0.014 -0.013
H -0.008 -0.021 -0.002
H 0.021 -0.009 0.006
H 0.007 0.014 0.000
H -0.008 -0.016 0.017
H -0.012 0.001 -0.005
H -0.011 0.038 0.052
H 0.010 0.006 -0.005
H 0.003 -0.011 -0.008
H 0.010 -0.003 0.003
H 0.007 0.004 -0.012
H -0.014 0.005 0.005
H 0.035 -0.091 0.016
H -0.005 0.001 -0.001
H 0.007 -0.009 -0.002
H 0.004 0.039 0.036
H 0.011 0.025 -0.015
H 0.013 -0.010 0.005
H 0.018 0.003 -0.013
H -0.002 -0.008 0.009

Results
HOMO level (alpha / beta) in eV: -10.132 / -10.153
Net charge: +1
Frontier orbital gap (alpha / beta) in eV: 7.4592 / 7.2818
LUMO energy (alpha / beta) in Ha: -0.0982 / -0.1055
DFT total energy in Eh: -3964.26489
2S+1: 3

In elementary charge units, the Löwdin charges are: 0.40, 0.80, 0.77, 1.07, 0.12, -0.01, -0.08, -0.04, 0.02, 0.00, 0.01, -0.25, -0.06, -0.17, -0.11, -0.07, -0.08, -0.11, -0.02, -0.08, -0.34, -0.21, -0.05, -0.57, -0.27, -0.07, -0.07, -0.06, -0.35, -0.10, -0.14, 0.01, -0.03, -0.08, -0.09, -0.05, -0.71, -0.38, -0.01, -0.05, -0.06, -0.63, -0.07, -0.14, -0.06, -0.52, -0.08, 0.09, 0.13, 0.11, 0.06, 0.09, 0.06, 0.11, 0.08, 0.10, 0.09, 0.10, 0.10, 0.09, 0.11, 0.08, 0.12, 0.09, 0.12, 0.09, 0.09, 0.10, 0.08, 0.08, 0.09, 0.11, 0.11, 0.09, 0.12, 0.11, 0.11, 0.12, 0.12, 0.11, 0.14, 0.11, 0.11, 0.11, 0.08, 0.08, 0.08, 0.08

=====

Relative energy (zero: lowest compared OMol25 entry of this formula, charge and spin) for the records above, in order: 66.69, 0.00 kJ/mol